(1)
A single C19H25N3O4 molecule in a non-equilibrium geometry, computed with wB97M-V/def2-TZVPD.

## Properties
SMILES: COc1ccccc1CCc1nnc(CCC(=O)NC[C@@H]2CCCO2)o1
HOMO-LUMO gap (Eh): 0.3301
Relative energy (zero: lowest compared OMol25 entry of this formula, charge and spin) (kcal per mole): 55.5

Geometry as XYZ:
```
51
Properties=species:S:1:pos:R:3:forces:R:3
C 0.541229 0.658502 -2.216886 -0.09 0.17 -0.29
O 0.848102 0.010171 -1.000427 0.27 -0.18 0.36
C 2.128325 -0.430264 -0.808271 0.13 -0.17 0.03
C 3.122080 -0.363998 -1.777286 -0.26 0.13 -0.12
C 4.388560 -0.857605 -1.516855 0.08 -0.06 0.07
C 4.679656 -1.425331 -0.292147 0.17 -0.01 -0.04
C 3.693381 -1.483247 0.676916 -0.08 0.05 -0.11
C 2.418878 -0.995380 0.442387 -0.18 -0.06 -0.05
C 1.395069 -1.014699 1.541171 0.04 0.12 -0.01
C 1.434724 0.304986 2.338021 -0.30 -0.21 -0.11
C 1.049648 1.445323 1.480306 0.51 0.38 0.09
N 1.826613 2.246106 0.832293 0.64 -0.87 0.83
N 1.034897 3.112963 0.162262 -1.01 0.70 -0.65
C -0.187975 2.803889 0.439149 0.56 0.31 -0.30
C -1.415085 3.499237 -0.024771 -0.25 -0.06 0.14
C -2.679269 2.709694 0.313855 0.18 0.09 -0.28
C -2.775768 1.478185 -0.576674 -0.29 0.15 0.53
O -2.615567 1.541924 -1.780674 0.09 0.16 -0.37
N -3.114163 0.336966 0.056935 -0.06 -0.31 0.25
C -3.179216 -0.928041 -0.636451 0.34 -0.26 -0.03
C -1.936201 -1.779480 -0.334756 -0.25 0.28 -0.56
C -1.988234 -3.158058 -1.004537 0.03 0.11 0.22
C -2.533294 -4.049929 0.109457 0.07 0.16 0.13
C -1.913841 -3.397122 1.341945 0.03 -0.42 0.13
O -1.867300 -2.008017 1.073856 -0.12 0.29 0.04
O -0.255730 1.748393 1.282695 -0.16 -0.08 0.07
H -0.511165 0.934412 -2.160599 0.11 -0.02 -0.03
H 1.145413 1.561518 -2.341507 0.01 -0.04 0.00
H 0.689146 -0.009737 -3.070957 0.04 0.01 0.01
H 2.922932 0.080066 -2.739052 -0.06 0.05 -0.07
H 5.147693 -0.793464 -2.282221 0.06 0.01 -0.06
H 5.666180 -1.812759 -0.088070 0.09 -0.03 0.01
H 3.915024 -1.916070 1.642361 0.00 -0.05 0.12
H 0.392342 -1.151280 1.139215 -0.02 -0.10 0.09
H 1.610625 -1.833630 2.230046 -0.05 -0.03 -0.05
H 2.445688 0.482256 2.705565 -0.08 0.05 0.03
H 0.739284 0.241339 3.176985 0.08 0.03 0.07
H -1.444685 4.490355 0.435421 -0.03 -0.06 -0.04
H -1.347743 3.635093 -1.106577 -0.01 0.02 0.10
H -3.550986 3.332399 0.100565 0.00 -0.08 0.04
H -2.694309 2.434639 1.368440 -0.08 0.03 -0.01
H -3.037875 0.274722 1.060308 0.01 0.20 -0.04
H -4.081413 -1.458933 -0.318609 0.03 -0.05 -0.09
H -3.231513 -0.709058 -1.704668 -0.04 -0.08 0.10
H -1.050061 -1.209565 -0.636090 -0.11 -0.09 0.05
H -0.983205 -3.475372 -1.283407 0.00 0.00 -0.06
H -2.615650 -3.153086 -1.892575 0.01 -0.01 -0.10
H -3.621153 -3.987635 0.152427 -0.03 -0.04 0.02
H -2.242307 -5.091941 0.003543 -0.04 -0.07 0.00
H -0.892788 -3.771749 1.503930 -0.09 0.00 0.02
H -2.493635 -3.547061 2.255504 0.07 -0.04 -0.05
```
Forces are in eV/Å.

In elementary charge units, the Mulliken charges are:
1. C -1.221
2. O 0.044
3. C 0.739
4. C -0.718
5. C -0.738
6. C -0.749
7. C -0.691
8. C 0.674
9. C 0.054
10. C -1.057
11. C 0.563
12. N -0.368
13. N -0.595
14. C 0.597
15. C -0.647
16. C -0.591
17. C 0.411
18. O -0.694
19. N -0.140
20. C -1.252
21. C 2.102
22. C -0.818
23. C -0.644
24. C -0.562
25. O -0.536
26. O -0.182
27. H 0.111
28. H 0.514
29. H 0.440
30. H 0.436
31. H 0.416
32. H 0.389
33. H 0.419
34. H -0.649
35. H 0.710
36. H 0.445
37. H 0.432
38. H 0.407
39. H 0.282
40. H 0.351
41. H 0.343
42. H 0.328
43. H 0.329
44. H 0.387
45. H -1.121
46. H 0.353
47. H 0.411
48. H 0.235
49. H 0.439
50. H 0.246
51. H 0.368

---

(2)
A single C15H12N4O3 molecule in a non-equilibrium geometry, computed with wB97M-V/def2-TZVPD.

## Properties
SMILES: Cc1cc(/N=N/Cc2ccc([N+](=O)[O-])o2)nc2ccccc12
HOMO-LUMO gap (Eh): 0.2897
Relative energy (zero: lowest compared OMol25 entry of this formula, charge and spin) (kcal per mole): 135.2

Geometry as XYZ:
```
34
Properties=species:S:1:pos:R:3:forces:R:3
C 0.247511 -2.671798 -2.260156 0.82 0.42 0.48
C -0.218847 -1.215013 -2.217726 3.64 -2.36 5.30
C 0.232606 -0.538744 -1.086562 -1.13 -0.90 0.34
C -0.121461 0.809980 -0.916208 0.28 -1.45 -1.52
N 0.243211 1.546885 0.171307 1.58 2.31 5.51
N 0.794751 1.019354 1.196656 -0.58 -0.48 -2.57
C 1.092098 1.845717 2.415950 -0.77 1.07 -0.48
C 1.031891 0.940929 3.595648 0.06 -1.25 -1.13
C 1.495991 -0.316693 3.630255 1.66 -1.46 -1.68
C 1.256618 -0.819255 4.899091 1.06 -1.15 2.64
C 0.690216 0.237298 5.663440 1.41 -3.82 -5.53
N 0.311458 0.226535 6.960881 0.40 0.14 3.64
O 0.592778 -0.801662 7.633837 -0.80 1.52 -1.37
O -0.108929 1.274306 7.444876 -0.30 -0.57 -0.28
O 0.441089 1.178082 4.730708 -1.34 4.03 2.54
N -0.755167 1.507652 -1.839532 0.46 -0.30 0.83
C -1.066757 0.850076 -2.972827 0.54 1.90 0.14
C -1.598070 1.677346 -3.991845 -0.36 -1.45 -0.92
C -1.903853 1.049296 -5.193792 -0.43 3.69 0.77
C -1.669812 -0.274918 -5.418678 0.20 -0.38 0.75
C -1.192583 -1.029946 -4.392328 0.14 -2.32 -2.31
C -0.756261 -0.506649 -3.199618 -2.68 2.06 -1.91
H -0.532303 -3.289576 -2.660591 -0.07 -0.59 -0.47
H 0.606046 -3.146136 -1.260542 -0.80 1.30 -1.61
H 1.136694 -2.584028 -2.920502 -0.52 -0.83 0.13
H 0.647603 -1.133799 -0.254711 0.00 0.73 -0.56
H 2.063087 2.398254 2.435037 -0.47 -0.71 -0.62
H 0.342263 2.609983 2.518622 -0.46 0.54 -0.03
H 2.053069 -0.745348 2.770215 -0.65 0.03 1.02
H 1.656220 -1.816009 5.276342 -0.93 1.65 -0.38
H -1.722577 2.746909 -3.819579 -0.09 -0.45 0.03
H -2.360287 1.704292 -5.936687 0.25 -0.39 -0.23
H -1.823280 -0.630230 -6.397167 -0.41 -0.88 -0.82
H -1.105015 -2.103092 -4.603813 0.27 0.37 0.31
```
Forces are in eV/Å.

In elementary charge units, the Mulliken charges are:
1. C -1.535
2. C 0.692
3. C -0.218
4. C 0.075
5. N -0.569
6. N 0.172
7. C -0.801
8. C 0.517
9. C -0.119
10. C -0.406
11. C 0.007
12. N 0.901
13. O -0.566
14. O -0.554
15. O -0.318
16. N -0.628
17. C 0.283
18. C -0.494
19. C -0.306
20. C -0.820
21. C -0.502
22. C 0.917
23. H 0.413
24. H 0.318
25. H 0.313
26. H 0.323
27. H 0.287
28. H 0.433
29. H 0.334
30. H 0.369
31. H 0.431
32. H 0.345
33. H 0.449
34. H 0.253

---

(3)
A molecular structure, C6H8GdLiO6 in a non-equilibrium geometry, computed with wB97M-V/def2-TZVPD.

## Properties
Spin multiplicity: 9
HOMO-LUMO gap (spin up / spin down) (Eh): 0.3114 / 0.1275
Charge: +1
Expectation value of S²: 20.36
Relative energy (zero: lowest compared OMol25 entry of this formula, charge and spin) (kcal per mole): 25.6

Geometry as XYZ:
```
22
Properties=species:S:1:pos:R:3:forces:R:3
O 0.039825 2.636554 -1.760541 -0.53 -0.30 0.47
C -1.254656 -1.196766 0.100132 1.72 0.02 1.75
C -0.880138 1.855375 -1.139745 -2.03 -0.01 1.75
O -2.099247 -1.512953 0.947318 -0.06 -1.20 0.04
O -1.667126 -0.427954 -0.861057 -0.27 0.65 -0.63
C -0.828715 0.420874 -1.680289 0.70 -0.82 -0.31
H -1.917493 2.252589 -1.188608 0.57 -0.04 -0.41
H 0.738711 -1.451748 -0.708270 0.41 0.80 0.45
H 0.216396 0.102156 -1.624146 -0.21 -0.05 -0.26
H -1.233235 0.345373 -2.696772 0.16 0.05 0.36
Li 1.700143 2.515365 -1.004721 1.19 -0.33 0.95
Gd -2.900153 -3.473710 2.324311 0.27 0.79 -0.46
O 0.994449 0.351531 1.659445 -0.46 -0.30 0.48
C 1.725197 1.119910 0.801378 -0.12 0.99 -0.39
C 0.987062 -1.056746 1.508287 0.50 0.48 -0.26
O 1.674844 2.348178 1.028526 -0.27 -0.15 -0.39
O 2.263486 0.600554 -0.199684 -0.21 -0.34 -0.52
C 0.262860 -1.577539 0.265244 -1.02 -0.85 -1.11
H 0.519707 -1.434546 2.425073 -0.03 0.04 -0.27
H 2.021894 -1.423328 1.478013 -0.27 -0.05 -0.11
H 0.385472 -2.669791 0.316659 -0.78 -0.04 0.37
H -0.749283 1.676624 0.009446 0.73 0.68 -1.50
```
Forces are in eV/Å.

In elementary charge units, the Mulliken charges are:
1. O -0.473
2. C 1.034
3. C -0.160
4. O -0.285
5. O -0.303
6. C -0.375
7. H 0.371
8. H 0.358
9. H 0.245
10. H 0.399
11. Li 0.911
12. Gd 0.156
13. O -0.389
14. C 0.763
15. C -0.419
16. O -0.789
17. O -0.745
18. C -0.539
19. H 0.281
20. H 0.377
21. H 0.368
22. H 0.214

---

(4)
2 unconnected molecules or ions with the total composition C3H8O in a non-equilibrium geometry, computed with wB97M-V/def2-TZVPD.

## Properties
SMILES: C=O.CC
HOMO-LUMO gap (Eh): 0.4106
Relative energy (zero: lowest compared OMol25 entry of this formula, charge and spin) (kcal per mole): 26.3

Geometry as XYZ:
```
12
Properties=species:S:1:pos:R:3:forces:R:3
C -2.091612 -1.403510 -0.105790 -0.31 -0.31 -0.19
O -1.391133 -0.607686 0.434231 0.50 0.64 0.30
H -2.479204 -2.266893 0.445155 -0.18 -0.32 0.03
H -2.382270 -1.306975 -1.163579 -0.03 -0.01 -0.12
C 1.867312 1.022724 0.589449 -1.65 -0.47 0.00
C 1.292042 0.867486 -0.837569 2.00 0.39 -0.28
H 2.204345 2.018353 0.872777 0.35 -0.02 -0.43
H 1.001592 0.855707 1.238012 0.26 -0.24 0.32
H 2.594514 0.244713 0.805987 0.25 0.23 0.06
H 2.000360 1.320272 -1.546745 -0.39 0.44 0.02
H 0.306905 1.300498 -0.943829 -0.12 -0.09 -0.11
H 1.357589 -0.162067 -1.185769 -0.68 -0.25 0.41
```
Forces are in eV/Å.

In elementary charge units, the Mulliken charges are:
1. C -0.118
2. O -0.353
3. H 0.245
4. H 0.217
5. C -0.767
6. C -0.801
7. H 0.297
8. H 0.209
9. H 0.269
10. H 0.332
11. H 0.229
12. H 0.241

---

(5)
A molecular structure, C6H8CuLiO6 in a non-equilibrium geometry, computed with wB97M-V/def2-TZVPD.

## Properties
Spin multiplicity: 2
HOMO-LUMO gap (spin up / spin down) (Eh): 0.3075 / 0.2189
Charge: +1
Expectation value of S²: 0.75
Relative energy (zero: lowest compared OMol25 entry of this formula, charge and spin) (kcal per mole): 0.0

Geometry as XYZ:
```
22
Properties=species:S:1:pos:R:3:forces:R:3
O -1.386365 0.003713 0.901304 -0.11 -0.02 0.50
C -1.115003 -0.256805 -0.598367 0.34 0.21 -1.16
C -2.456877 0.943758 1.016150 -0.60 0.23 0.21
O -1.126111 -1.481291 -0.889537 0.89 0.12 0.56
O -2.064122 0.529987 -1.219194 0.00 0.06 0.01
C -2.509132 1.576937 -0.368002 0.12 0.17 -0.08
H -2.243090 1.679025 1.800580 -0.06 -0.18 -0.14
H -3.377926 0.397833 1.255438 0.23 0.14 -0.06
H -1.833847 2.441408 -0.440807 -0.18 -0.12 0.02
H -3.520242 1.863267 -0.673898 0.28 -0.06 0.07
Cu 0.407831 0.132457 1.730342 0.67 -0.47 -0.65
O 0.752425 1.312170 0.149309 0.52 0.42 0.27
O 1.321006 -0.187993 -1.402441 -0.25 0.07 -0.04
C 2.618478 -0.332009 -0.780495 0.23 0.36 -0.14
C 2.496918 -1.433587 0.291325 1.03 0.21 -0.16
O 1.304677 -1.363223 1.021621 -0.37 0.11 0.68
C 0.435326 0.462148 -0.694684 -1.25 -1.40 0.35
H 3.305864 -0.634064 -1.575852 -0.15 0.09 0.24
H 2.933929 0.625118 -0.351965 -0.07 -0.25 -0.13
H 3.386075 -1.370237 0.938941 -0.27 0.06 -0.09
H 2.587286 -2.409952 -0.219527 -0.42 0.16 0.18
Li 0.082893 -2.498667 0.109761 -0.57 0.09 -0.44
```
Forces are in eV/Å.

In elementary charge units, the Mulliken charges are:
1. O -0.352
2. C 1.379
3. C -0.306
4. O -0.997
5. O -0.450
6. C -0.461
7. H 0.264
8. H 0.268
9. H 0.242
10. H 0.346
11. Cu 0.654
12. O -0.637
13. O -0.316
14. C -0.477
15. C -0.241
16. O -0.702
17. C 0.626
18. H 0.347
19. H 0.291
20. H 0.323
21. H 0.288
22. Li 0.909

---

(6)
A single C3H10N4 molecule in a non-equilibrium geometry, computed with wB97M-V/def2-TZVPD.

## Properties
SMILES: [H]/N=C(\NC)NNC
HOMO-LUMO gap (Eh): 0.3546
Relative energy (zero: lowest compared OMol25 entry of this formula, charge and spin) (kcal per mole): 115.1

Geometry as XYZ:
```
17
Properties=species:S:1:pos:R:3:forces:R:3
H 0.563298 2.495280 -0.417238 -0.06 -0.62 0.27
N -0.088933 1.714167 -0.455111 -3.24 3.12 -1.21
C 0.299322 0.590448 -0.200216 4.48 -2.91 0.26
N 1.651300 0.463173 0.293776 1.46 1.14 -0.36
C 2.510308 -0.756234 -0.083154 0.58 2.53 1.31
N -0.377891 -0.670592 -0.489497 0.35 1.15 2.30
N -1.724823 -0.378283 -0.700578 -1.17 -0.39 0.74
C -2.525125 0.014946 0.551329 0.02 0.47 -0.72
H 2.131519 1.473744 0.230555 -1.30 -3.42 0.15
H 3.325782 -0.880272 0.838896 -1.87 0.26 -2.87
H 1.708255 -1.495412 0.096448 1.29 -0.51 -1.04
H 2.982901 -0.548449 -1.194814 -1.13 -1.31 2.91
H -0.311761 -1.302606 0.369837 0.28 0.98 -1.25
H -2.113774 -1.112593 -1.301566 -0.02 0.41 0.88
H -2.601944 1.291578 0.367745 -0.39 -3.97 1.14
H -3.587750 -0.716789 0.412196 2.97 2.76 1.07
H -1.840678 -0.182113 1.681395 -2.26 0.31 -3.58
```
Forces are in eV/Å.

In elementary charge units, the Mulliken charges are:
1. H 0.212
2. N -0.585
3. C 0.465
4. N -0.328
5. C -0.616
6. N -0.292
7. N -0.379
8. C -0.682
9. H 0.238
10. H 0.232
11. H 0.248
12. H 0.249
13. H 0.264
14. H 0.281
15. H 0.236
16. H 0.259
17. H 0.198

---

(7)
A molecular structure, C5H6O2 in a non-equilibrium geometry, computed with wB97M-V/def2-TZVPD.

## Properties
HOMO-LUMO gap (Eh): 0.3346
Relative energy (zero: lowest compared OMol25 entry of this formula, charge and spin) (kcal per mole): 150.6

Geometry as XYZ:
```
13
Properties=species:S:1:pos:R:3:forces:R:3
C -1.344039 -0.937020 0.581602 -1.51 -5.58 3.16
C 0.485136 -0.480991 -0.065692 -3.52 -3.68 1.72
C 1.469818 0.428330 -0.175411 3.74 5.11 -2.40
C 0.729598 1.385777 -0.951475 4.25 -2.19 2.88
C -0.715320 0.261113 0.297793 2.64 7.18 -0.69
H -1.671488 -0.923549 1.635382 -1.40 -0.30 -0.93
H -1.801219 -1.655819 -0.081323 -0.77 0.52 -0.42
H 0.186995 -1.039856 -0.920889 0.50 0.12 -2.28
H 2.584517 0.385464 -0.031908 -1.45 0.00 -0.71
H 1.315358 1.955370 -1.647073 -0.88 1.06 -0.31
H -0.666311 0.807685 1.372597 0.44 -0.47 -2.90
O 0.009992 -1.493824 0.823220 0.29 -1.46 2.54
O -0.583036 1.307320 -0.836823 -2.32 -0.30 0.34
```
Forces are in eV/Å.

In elementary charge units, the Mulliken charges are:
1. C -0.365
2. C 0.121
3. C -0.716
4. C -0.105
5. C 0.304
6. H 0.233
7. H 0.309
8. H 0.318
9. H 0.296
10. H 0.397
11. H 0.108
12. O -0.492
13. O -0.408